# 1
Computed, not measured: a structure of composition C29H41InN4O4S6Si3, with ωB97M-V with the def2-TZVPD basis set.

Positions of all 88 atoms, in Å:
H (0.8128, -2.8967, -3.8966)
H (-0.8723, -4.8094, 0.1858)
H (6.8354, 3.0287, 0.7628)
H (-4.0077, 1.0329, 3.9112)
C (6.1504, 2.2162, 0.9675)
H (-1.8412, -3.1490, 2.0585)
C (4.3692, 0.0999, 1.4906)
C (-4.0116, 3.7290, 1.8589)
H (0.2968, -0.1356, 3.6613)
H (1.9722, -0.6075, 3.2698)
H (-3.4163, -3.6023, 0.3107)
N (2.5598, 1.6054, 0.7700)
H (-2.1280, -5.1943, -0.9898)
S (-4.2820, 0.4603, -3.9811)
O (2.2061, 2.6095, -2.5662)
H (-0.4481, -5.0551, -1.5075)
N (2.3608, 1.4093, -2.7507)
C (-1.1989, -4.6351, -0.8432)
H (1.9390, 5.3849, 0.6839)
C (1.8886, -4.0920, -1.4478)
C (2.3965, 2.8221, 0.3964)
C (-1.1527, 3.5313, -0.5772)
C (-0.0839, 5.5867, 0.0516)
Si (0.1501, -1.8639, 1.2083)
H (-3.1868, 4.3835, 1.5853)
N (-1.1184, 2.3887, 3.0240)
H (-1.4226, -3.4668, -3.5546)
C (-1.9467, -2.6783, -3.0107)
S (3.8973, 3.7494, 0.2233)
H (-4.0533, -2.6362, -1.0177)
H (-5.3932, 2.1058, 3.6236)
H (-4.8412, 4.3263, 2.2436)
C (1.1126, -0.0068, 2.9454)
S (-5.4182, 0.3199, -1.3884)
H (2.3669, -3.0977, 1.2677)
H (0.7265, -1.1335, -3.7274)
Si (1.4236, -2.2388, -1.5741)
C (2.9633, -1.3990, -0.8788)
C (-3.6918, 0.6107, -1.4243)
H (3.5657, -2.0912, -0.2838)
H (1.7130, -4.5399, -0.4719)
O (0.7159, -0.3603, 1.6444)
C (5.7249, -0.0470, 1.7036)
H (1.3798, -4.6984, -2.1970)
S (-7.2265, -0.0105, -3.7444)
C (1.4262, -3.1229, 1.8139)
H (-4.3217, 3.1791, 0.9656)
H (6.1077, -0.9899, 2.0736)
H (3.5732, -1.0254, -1.7034)
H (-2.0747, -1.4071, 2.2350)
C (1.0635, 4.8640, 0.3142)
C (-3.1481, 0.6904, -2.6665)
C (-3.2628, -2.6871, -0.2653)
S (-1.4889, 1.0046, -3.1021)
H (2.2926, -1.9250, -3.8451)
C (3.8880, 1.3156, 1.0047)
H (-0.1009, 6.6600, 0.2000)
H (-2.1050, 5.4485, -0.6689)
H (2.7050, -0.5402, -0.2644)
H (3.6735, -0.7052, 1.6810)
H (1.6378, -2.9318, 2.8702)
H (-0.9994, -2.2805, 3.3429)
C (1.1064, 3.4781, 0.1305)
H (1.0192, -4.1346, 1.7430)
H (-3.3868, -1.8323, 0.3882)
O (3.2781, 0.9594, -3.4332)
H (-3.0164, -2.7986, -3.1976)
C (4.7827, 2.3683, 0.7610)
C (1.2817, -2.0233, -3.4401)
C (-0.0215, 2.7621, -0.2925)
C (6.6126, 1.0016, 1.4386)
Si (-1.5928, -2.7947, -1.1608)
S (-2.8938, 0.8265, 0.1063)
O (1.5224, 0.5801, -2.2647)
C (-0.1315, -1.7176, -0.6085)
In (-0.2933, 0.6193, -0.8103)
C (-2.2606, 2.5496, 2.9471)
H (-1.6397, -1.7204, -3.4265)
H (7.6739, 0.8607, 1.6022)
C (-1.1976, 4.9085, -0.4176)
N (-3.5668, 2.8033, 2.8955)
H (-4.7060, 1.1363, 2.2843)
H (-2.0383, 3.0372, -0.9521)
C (-1.3422, -2.2121, 2.3057)
C (-4.4750, 1.7017, 3.1907)
H (1.3914, 1.0432, 2.9401)
C (-5.7195, 0.2520, -3.0736)
H (2.9614, -4.1557, -1.6560)

Results
ΔE to the lowest compared entry with this formula, charge and spin (kJ/mol): 65.48
Molar mass (g/mol): 901.1
Net charge: -2
DFT total energy (eV): -138711.372
Max |F| (Eh/bohr): 0.0081
Orbital gap (eV): 5.809
Highest occupied orbital energy (eV): -1.787

Computed Mulliken charges, given in elementary charges: H 0.31; H 0.27; H 0.39; H 0.36; C -0.69; H 0.36; C 0.39; C -0.79; H 0.31; H 0.36; H 0.47; N 0.38; H 0.45; S -0.16; O -0.60; H 0.37; N 0.56; C -1.41; H 0.36; C -1.52; C 0.11; C -0.98; C -0.98; Si 0.42; H 0.28; N -0.50; H 0.38; C -1.26; S -0.40; H 0.38; H 0.28; H 0.33; C -1.46; S -0.06; H 0.29; H 0.13; Si 0.83; C 0.03; C -0.41; H 0.57; H 0.40; O 0.15; C -1.06; H 0.36; S -0.36; C -1.43; H 0.22; H 0.39; H 0.65; H 0.07; C -1.04; C 0.53; C -1.06; S -0.25; H 0.50; C -0.30; H 0.34; H 0.53; H -1.36; H 0.14; H 0.41; H 0.42; C 1.33; H 0.41; H 0.11; O -0.70; H 0.41; C 0.61; C -1.39; C 0.88; C -0.50; Si 0.69; S -0.19; O -0.38; C 0.82; In 0.16; C 0.50; H 0.18; H 0.35; C -1.05; N -0.07; H 0.22; H 0.39; C -1.10; C -0.76; H 0.22; C 0.07; H 0.37

---

# 2
Computed, not measured: a structure of composition C2H8N4 in a non-equilibrium geometry, with ωB97M-V with the def2-TZVPD basis set.

Positions of all 14 atoms, in Å:
H (2.0635, -1.2058, 0.5267)
H (-2.1770, -0.8557, -0.6721)
C (1.0856, 0.7819, -0.0718)
H (-0.6661, -1.6804, -0.0478)
N (-0.1265, -1.1972, 0.5926)
H (1.3528, -1.0630, -1.0683)
C (1.2229, -0.7568, -0.0510)
N (-1.7665, 0.0557, -0.7047)
N (0.0354, 0.9914, 0.9574)
H (0.6593, 1.0688, -1.0521)
N (-0.8668, -0.0502, 0.8225)
H (2.0387, 1.2244, 0.2572)
H (-2.4802, 0.8071, -0.5855)
H (-0.3752, 1.8798, 1.0969)

Results
ΔE to the lowest compared entry with this formula, charge and spin (kJ/mol): 392.55
Molar mass (g/mol): 88.1
DFT total energy (eV): -8160.183
Max |F| (Eh/bohr): 0.0690
Orbital gap (eV): 9.088
Highest occupied orbital energy (eV): -7.932

Computed Mulliken charges, given in elementary charges: H 0.31; H 0.22; C -0.47; H 0.29; N -0.33; H 0.21; C -0.34; N -0.63; N -0.25; H 0.33; N -0.16; H 0.33; H 0.23; H 0.25

---

# 3
Computed, not measured: an isolated molecule of C20H24N4O4S, with ωB97M-V with the def2-TZVPD basis set.

Positions of all 53 atoms, in Å:
C (2.5892, 3.6729, 0.7979)
H (-1.4298, 1.1077, -2.1586)
C (2.1740, -2.8956, 0.7860)
C (0.6414, 2.8540, -0.3743)
C (-0.0277, 4.0207, -0.0159)
H (-1.0534, 4.1704, -0.3113)
H (-1.0949, -0.2707, 1.9617)
H (4.6751, 2.3099, -0.4417)
H (-6.0228, -2.0456, 0.4237)
H (-4.7792, 0.3793, -0.9692)
N (2.5490, -0.8353, -0.4698)
H (-1.7691, -3.4639, 0.2972)
H (-5.3196, -1.1111, -1.8019)
H (-1.4130, 2.8871, -2.1502)
H (-5.5065, -0.5402, 1.2012)
H (2.4093, 5.5918, 1.7236)
H (-1.9150, 1.9797, -0.6864)
H (0.0677, -0.2137, 0.6123)
O (-3.6818, -1.3391, -0.6668)
H (0.2606, -3.7827, -1.0464)
C (3.8631, -0.9494, -0.5631)
N (0.8278, -2.7569, 0.6873)
C (4.0994, 1.3973, -0.4182)
N (-1.6610, -1.3689, 0.2965)
H (2.3643, -3.3987, -1.3556)
H (3.1984, -4.5011, -0.2206)
C (-1.2405, 1.9893, -1.5474)
C (-5.8989, -0.9742, 0.2850)
C (1.9757, 2.6738, 0.0492)
C (0.1014, -2.8120, -0.5679)
C (-0.6202, -0.8587, 1.1736)
C (2.9127, -3.4684, -0.4221)
H (-0.5243, -2.7133, 2.2890)
H (-1.9237, -2.6852, -1.2856)
C (2.6992, 1.4328, -0.2381)
C (1.9167, 4.8314, 1.1375)
N (1.9874, 0.3181, -0.2983)
S (4.4853, -2.5747, -0.6419)
H (0.4541, -2.0122, -1.2318)
C (-1.3966, -2.6435, -0.3304)
H (3.6006, 3.5243, 1.1458)
H (5.7671, 0.0625, -0.7065)
O (0.1061, 1.8817, -1.1457)
H (0.0628, 5.8916, 1.0014)
C (4.7023, 0.1757, -0.5764)
C (0.1505, -2.0362, 1.7539)
O (-3.0409, 0.3832, 0.6638)
O (2.7727, -2.6774, 1.8210)
C (-2.8113, -0.6889, 0.1486)
C (-4.9396, -0.6989, -0.8643)
C (0.6047, 4.9972, 0.7326)
H (-6.8656, -0.5285, 0.0687)
H (0.9164, -1.6873, 2.4489)

Results
ΔE to the lowest compared entry with this formula, charge and spin (kJ/mol): 289.85
Molar mass (g/mol): 416.5
DFT total energy (eV): -46114.886
Max |F| (Eh/bohr): 0.0182
Orbital gap (eV): 8.638
Highest occupied orbital energy (eV): -8.169

Computed Mulliken charges, given in elementary charges: C -0.79; H 0.26; C 0.57; C 0.74; C -0.51; H 0.42; H 0.62; H 0.49; H 0.29; H 0.28; N -0.38; H 0.24; H 0.35; H 0.49; H 0.30; H 0.39; H 0.42; H -0.50; O -0.39; H 0.59; C 0.56; N 0.14; C -0.77; N 0.42; H 0.42; H 0.39; C -1.12; C -1.14; C 0.72; C -0.47; C 0.30; C -0.57; H 0.24; H 0.53; C 0.54; C -0.81; N -0.31; S -0.20; H 0.28; C -1.18; H 0.46; H 0.43; O -0.34; H 0.38; C -0.76; C -1.22; O -0.67; O -0.67; C 0.52; C -0.25; C -0.67; H 0.40; H 0.55

---

# 4
Computed, not measured: a cluster of 2 separate species, C2H2O2 in total in a non-equilibrium geometry, with ωB97M-V with the def2-TZVPD basis set.

Positions of all 6 atoms, in Å:
C (-1.4360, 0.3969, 1.4449)
H (-1.2540, 0.3809, 2.5042)
O (0.3276, 0.5664, -1.9278)
C (1.1830, -0.1136, -1.6298)
H (-0.9019, -0.4441, 0.9746)
O (2.0813, -0.7865, -1.3661)

Results
ΔE to the lowest compared entry with this formula, charge and spin (kJ/mol): 264.37
Molar mass (g/mol): 58.0
DFT total energy (eV): -6197.314
Max |F| (Eh/bohr): 0.0569
Orbital gap (spin up / spin down) (eV): 8.929 / 8.928
Highest occupied orbital energy (spin up / spin down) (eV): -9.876 / -9.876

Computed Mulliken charges, given in elementary charges: C -0.37; H 0.22; O -0.31; C 0.68; H 0.15; O -0.37

---

# 5
Computed, not measured: an isolated molecule of C4H5ClF2 in a non-equilibrium geometry, with ωB97M-V with the def2-TZVPD basis set.

Positions of all 12 atoms, in Å:
F (1.1567, 0.9443, -1.0771)
Cl (-2.1696, -0.7705, -0.3410)
C (-1.0870, 0.6449, -0.2960)
C (0.3741, 0.2389, -0.2384)
C (-0.2691, 0.9402, 0.9217)
H (0.2581, -1.7982, 0.4421)
H (0.7104, -1.5011, -1.2891)
H (0.0387, 1.9831, 1.1573)
F (2.1186, -1.1634, 0.1003)
H (-0.5070, 0.2627, 1.7906)
H (-1.4394, 1.3875, -0.9510)
C (0.8155, -1.1684, -0.2193)

Results
ΔE to the lowest compared entry with this formula, charge and spin (kJ/mol): 80.46
Molar mass (g/mol): 126.5
DFT total energy (eV): -22185.113
Max |F| (Eh/bohr): 0.0449
Orbital gap (eV): 11.094
Highest occupied orbital energy (eV): -10.201

Computed Mulliken charges, given in elementary charges: F -0.33; Cl -0.21; C -0.26; C 0.68; C -0.67; H 0.33; H 0.27; H 0.28; F -0.29; H 0.24; H 0.39; C -0.44

---

# 6
Computed, not measured: a structure of composition C4H13N2S in a non-equilibrium geometry, with ωB97M-V with the def2-TZVPD basis set.

Positions of all 20 atoms, in Å:
C (-2.4328, 0.8797, -0.3947)
H (3.0127, 0.0352, -0.7529)
H (2.2134, 1.5327, -0.7340)
H (-1.1162, -2.2413, -0.5660)
H (3.1885, 0.7447, 1.4432)
S (-0.3768, -0.0620, 0.2758)
H (-3.4065, -0.4538, 0.6965)
C (2.1387, 0.5505, -0.3472)
N (0.8497, -0.0924, -0.8240)
C (-0.8987, -1.7665, 0.4140)
H (-3.3592, 1.0264, 1.4663)
H (-0.1310, -2.4712, 0.9482)
H (1.3569, 0.8482, 1.5697)
H (-2.5319, 0.3018, -1.3429)
C (2.2226, 0.4100, 1.1950)
H (0.5222, -0.2222, -1.7979)
H (-2.1353, 1.9201, -0.4436)
H (2.2304, -0.6303, 1.3154)
N (-3.3037, 0.5701, 0.5810)
H (-1.7350, -1.7607, 1.0519)

Results
ΔE to the lowest compared entry with this formula, charge and spin (kJ/mol): 265.32
Molar mass (g/mol): 121.2
Net charge: +1
DFT total energy (eV): -18165.743
Max |F| (Eh/bohr): 0.0668
Orbital gap (eV): 9.216
Highest occupied orbital energy (eV): -12.994

Computed Mulliken charges, given in elementary charges: C -0.43; H 0.31; H 0.32; H 0.33; H 0.38; S 0.09; H 0.27; C -0.35; N -0.17; C -0.94; H 0.28; H 0.29; H 0.45; H 0.34; C -1.18; H 0.25; H 0.39; H 0.33; N -0.34; H 0.38